Density functional theory data (the ωB97M-V functional and the def2-TZVPD basis) for C39H49BN9O8S2Se2Y as an isolated structure at a distorted geometry.

Computed properties:
Total charge: -1
Energy above the lowest of the compared OMol25 structures with the same formula, charge and spin, kcal per mole: 19.6
Orbital gap (alpha / beta), eV: 5.69 / 6.73
Spin multiplicity: 2
LUMO level (alpha / beta), eV: 2.190 / 2.182
<S²>: 0.756

Cartesian coordinates (Å):
Y -0.25721 -0.52903 -0.38096
C 2.30247 2.24596 1.02933
C 2.74509 1.00073 0.38123
C 4.08532 0.57143 0.35343
C 4.12339 -0.44573 -0.53131
N 2.88362 -0.57258 -1.02001
N 2.03474 0.30216 -0.45047
B 2.46110 -1.48430 -2.20745
N 1.44479 -0.69214 -3.11478
C 1.62896 -0.46928 -4.42495
C 0.57435 0.30207 -4.88070
C -0.15176 0.62099 -3.74037
C -1.44854 1.37920 -3.72180
N 0.37545 0.00208 -2.68129
N 1.78668 -2.78059 -1.72104
C 2.28882 -3.98987 -1.60120
C 1.29577 -4.80315 -1.17701
C 0.18074 -4.03052 -1.15833
C -1.24621 -4.45486 -0.96043
N 0.47651 -2.75783 -1.44343
N 3.69925 -1.76861 -3.13673
C 4.49978 -0.77589 -3.62473
C 5.12684 -1.22977 -4.76073
C 4.63257 -2.60947 -4.86788
C 4.95533 -3.63897 -5.88809
N 3.76573 -2.87396 -3.93568
H 2.99375 3.05092 0.67717
H 1.30172 2.59430 0.80177
H 2.43902 2.19923 2.11997
H 4.98990 0.94069 0.93586
H 4.89530 -1.16445 -0.82826
H 2.40846 -0.93086 -5.02997
H 0.50198 0.65807 -5.90618
H -2.23280 0.51383 -3.82261
H -1.54021 1.84283 -2.75100
H -1.44197 2.08659 -4.55412
H 3.30729 -4.20587 -1.79772
H 1.28929 -5.89080 -1.07991
H -1.55500 -5.33177 -1.56629
H -1.35661 -4.70325 0.10171
H -1.78711 -3.63693 -1.22352
H 4.56410 0.21829 -3.17113
H 5.83792 -0.74185 -5.41842
H 4.50103 -4.56059 -5.60460
H 4.56440 -3.27243 -6.86480
H 6.02641 -3.81871 -6.04366
O -6.18912 5.39844 -1.19958
C -4.84074 5.49845 -1.56650
C -3.87917 5.22986 -0.38126
C -3.69853 6.48822 0.47521
O -4.88030 7.06074 1.05634
C -2.55039 4.78709 -0.99560
Se -1.22030 4.07265 0.31620
C -4.42409 4.03952 0.41416
Se -3.44371 3.58567 2.05822
H -6.28519 5.96500 -0.41251
H -4.64091 6.43960 -2.05064
H -4.79438 4.75196 -2.37629
H -3.26387 7.27115 -0.14681
H -3.00887 6.24387 1.29670
H -4.69587 6.99066 1.98769
H -1.99089 5.56756 -1.46998
H -2.66075 3.95417 -1.78285
H -4.41164 3.17843 -0.24240
H -5.42277 4.24041 0.77432
C -3.13782 -3.24778 5.17220
O -4.11287 -2.45228 4.58144
C -3.94208 -1.94113 3.34358
C -4.88790 -0.95759 2.91740
C -4.72348 -0.31632 1.72286
C -3.60169 -0.61915 0.90971
C -3.51194 -0.01948 -0.38468
C -4.79180 0.47552 -1.07611
O -2.49360 0.01718 -1.10587
C -2.67346 -1.65089 1.32036
O -1.61855 -1.92414 0.65269
C -2.88619 -2.32627 2.57442
H -3.21784 -3.22492 6.29459
H -2.12706 -2.84260 5.02892
H -3.08022 -4.28243 4.92517
H -5.70433 -0.69934 3.60435
H -5.47108 0.44333 1.46130
H -4.58672 0.75609 -2.04089
H -5.41464 1.26466 -0.56330
H -5.33564 -0.45180 -1.05648
H -2.19084 -3.08654 2.92714
C -0.40840 1.95389 3.55530
C -1.06339 0.87030 2.73909
O -0.74207 0.99834 1.34763
H -0.80065 1.88990 4.52322
H -0.65595 2.89559 3.09502
H 0.70387 1.69118 3.62027
H -2.14135 0.93030 2.81673
H -0.78022 -0.12414 3.03849
H -1.10793 1.83817 1.04003
O 3.77645 1.14936 4.22455
S 3.36998 -0.19914 4.32907
O 3.02351 -0.79722 5.58557
N 2.08069 -0.41723 3.39621
C 2.24948 -1.35082 2.50755
S 1.14053 -2.04524 1.52606
C 3.68959 -1.93602 2.50395
C 4.23640 -2.94643 1.75147
C 5.57061 -3.25338 1.97727
C 6.29152 -2.62808 2.93320
C 5.75592 -1.59708 3.68848
C 4.45980 -1.24977 3.41145
H 3.64118 -3.48050 0.98538
H 5.96991 -4.13471 1.53881
H 7.25039 -3.00637 3.17339
H 6.33098 -1.09379 4.41960